[1]
21
Properties=species:S:1:pos:R:3:lowdin_charge:R:1 method="wB97M-V/def2-TZVPD" homo_ev=-12.43 relative_energy_kj_mol=5.11 orbital_gap_ev=9.513 charge=+1
C 1.2330 -1.0741 -1.3694 -0.211
O 0.1303 -1.4966 -0.5144 -0.127
C 1.9071 0.1556 -0.7914 -0.286
N 3.0396 0.4868 -1.6402 0.005
H 1.9598 -1.8802 -1.4363 0.125
H 0.8683 -0.8646 -2.3773 0.123
H 0.1865 -2.4562 -0.4673 0.106
H 1.1723 0.9703 -0.7013 0.102
H 2.2747 -0.0630 0.2033 0.117
H 3.7537 0.9898 -1.1289 0.076
H 2.7758 1.0672 -2.4294 0.079
N -2.6827 1.3015 1.9717 0.197
C -1.9159 0.4387 1.2762 -0.472
N -1.3358 -0.5935 1.8787 0.216
N -1.6839 0.6454 -0.0059 0.218
H -3.3524 1.8222 1.4230 0.129
H -3.0568 0.9741 2.8488 0.128
H -1.4859 -0.7554 2.8582 0.134
H -0.5914 -1.0745 1.3824 0.105
H -2.0472 1.4611 -0.4656 0.138
H -1.1491 -0.0547 -0.5147 0.096



[2]
17
Properties=species:S:1:pos:R:3:lowdin_charge:R:1 method="wB97M-V/def2-TZVPD" homo_ev="-21.00 / -21.01" s2=6.255 orbital_gap_ev="3.307 / 6.245" multiplicity=5 charge=+3
H 1.4444 1.8985 1.1540 0.149
O -0.2570 0.7203 -0.6899 0.162
C 0.6944 -0.0311 0.0032 -0.493
O 0.4028 -1.0761 0.5576 0.019
Pm -1.9151 -2.0348 0.6131 2.336
O 1.8505 0.4664 -0.2208 0.120
C 2.3754 1.3993 0.7691 -0.126
C -1.4860 0.2861 -0.6605 -0.099
C -2.4027 1.1349 -1.4032 0.029
H -2.1097 2.1889 -1.4530 0.152
H -2.4156 0.6943 -2.4207 0.167
H -3.4246 0.9894 -1.0261 0.121
C 3.3659 2.3083 0.1003 -0.014
H 2.8075 0.7831 1.5670 0.151
H 3.4156 2.1181 -0.9782 0.108
H 4.3556 2.1103 0.5344 0.109
H 3.1203 3.3616 0.2810 0.108



[3]
52
Properties=species:S:1:pos:R:3:lowdin_charge:R:1 method="wB97M-V/def2-TZVPD" homo_ev="-15.10 / -15.10" relative_energy_kj_mol=29.71 s2=3.753 orbital_gap_ev="4.562 / 4.579" multiplicity=4 charge=+3
Er -0.0031 0.5936 0.2529 1.758
O 0.6714 4.9276 0.6914 0.262
C 0.3064 3.6980 0.7704 -0.399
O 0.8148 2.7568 0.1421 -0.026
C -0.8397 3.4256 1.6963 -0.131
C -1.4830 4.3570 2.4954 0.100
C -2.5280 3.9045 3.2950 0.066
C -2.8927 2.5596 3.2664 0.086
C -2.1904 1.7079 2.4297 -0.129
N -1.1838 2.1404 1.6673 0.060
C -2.4075 0.2310 2.2276 -0.379
O -3.3200 -0.4432 2.8302 0.279
O -1.6566 -0.3505 1.4306 -0.031
H 1.4259 5.0742 0.0868 0.196
H -1.1793 5.3954 2.4950 0.155
H -3.0584 4.5945 3.9388 0.151
H -3.7068 2.2144 3.8911 0.146
H -3.8896 0.0544 3.4402 0.169
N 4.9367 -3.1530 4.2761 0.111
C 4.9677 -1.8621 3.9205 -0.809
S 6.1444 -0.8229 4.3670 0.813
C 3.8120 -1.3844 3.0736 -0.158
C 3.8793 -0.1154 2.4925 -0.010
C 2.8388 0.3381 1.7239 -0.106
N 1.7132 -0.3843 1.5046 -0.127
C 1.6425 -1.6077 2.0666 -0.097
C 2.6573 -2.1328 2.8386 0.034
H 5.6930 -3.5060 4.8431 0.122
H 4.2521 -3.8162 3.9608 0.102
H 4.7628 0.4882 2.6528 0.090
H 2.8982 1.3116 1.2478 0.112
H 0.7422 -2.1847 1.8864 0.125
H 2.5052 -3.1189 3.2529 0.126
O -1.8085 -2.2340 -6.7322 -0.033
C -2.6551 -2.6824 -5.7085 -0.226
N -1.9541 -3.3546 -4.6296 0.128
C -1.2852 -2.7957 -3.6065 -0.428
O -0.7906 -3.4302 -2.6914 0.081
C -1.1193 -1.2852 -3.5347 -0.056
C -0.9491 -0.3828 -4.5786 0.074
C -0.6509 0.9483 -4.2868 0.021
C -0.5095 1.3414 -2.9778 -0.090
N -0.6662 0.4702 -1.9524 -0.120
C -0.9634 -0.8058 -2.2456 -0.078
H -1.6183 -2.9397 -7.3614 0.118
H -3.4185 -3.3662 -6.0759 0.146
H -3.1583 -1.8004 -5.3137 0.132
H -1.9315 -4.3657 -4.6215 0.168
H -1.0177 -0.7147 -5.6091 0.120
H -0.5095 1.6677 -5.0810 0.137
H -0.2568 2.3618 -2.7195 0.120
H -1.0628 -1.5228 -1.4280 0.125



[4]
14
Properties=species:S:1:pos:R:3:lowdin_charge:R:1 method="wB97M-V/def2-TZVPD" homo_ev=-14.00 relative_energy_kj_mol=407.04 orbital_gap_ev=9.967 charge=+1
C 0.0664 -0.5114 0.0252 -0.118
N -1.1214 -0.2638 0.1029 0.083
N -2.2287 0.0731 0.3991 0.002
N 0.4212 -1.9334 0.0350 0.094
N -3.0969 0.6632 -0.2537 0.150
N 2.4669 1.0333 0.3804 -0.009
H 1.0000 0.0789 0.1006 0.067
H -0.4619 -2.3804 -0.2544 0.091
H 1.2217 -2.3220 -0.5401 0.127
H -2.9403 0.7197 -1.2782 0.166
H -3.8198 1.1284 0.2933 0.160
H 2.7956 1.3284 1.3423 0.084
H 2.4304 1.8269 -0.2236 0.025
H 3.2669 0.5592 -0.1286 0.078



[5]
59
Properties=species:S:1:pos:R:3:lowdin_charge:R:1 method="wB97M-V/def2-TZVPD" homo_ev=-17.20 orbital_gap_ev=6.918 charge=+3
Hf -0.4867 0.8149 -0.7832 1.807
C -2.4182 2.9265 -1.8651 -0.003
N -2.3991 1.7627 -0.9115 -0.354
C -3.2311 0.6225 -1.4467 -0.031
C -2.8045 2.1598 0.4742 -0.205
C -4.0695 2.6436 0.7252 0.007
C -4.3814 3.0402 2.0209 -0.014
C -3.4252 2.9478 3.0204 -0.009
C -2.1516 2.4459 2.7602 0.020
C -1.8409 2.0446 1.4781 -0.189
N -0.5821 1.5130 1.0222 -0.093
C 0.7192 1.4617 1.6029 -0.225
C 1.0174 1.2233 2.9380 0.016
C 2.3449 1.1579 3.3341 -0.009
C 3.3806 1.2814 2.4106 -0.010
C 3.0988 1.4696 1.0671 0.011
C 1.7742 1.5702 0.6804 -0.219
N 1.4001 1.8130 -0.7400 -0.355
C 1.2712 3.2818 -1.0432 0.002
C 2.3083 1.1423 -1.7378 -0.030
H -3.4466 3.2419 -2.0353 0.119
H -1.9917 2.6347 -2.8308 0.105
H -1.8636 3.7541 -1.4283 0.108
H -4.2740 0.9267 -1.5208 0.121
H -3.1857 -0.2229 -0.7549 0.107
H -2.8936 0.3331 -2.4471 0.107
H -4.8089 2.7306 -0.0630 0.134
H -5.3661 3.4295 2.2401 0.133
H -3.6654 3.2712 4.0243 0.134
H -1.4207 2.3945 3.5535 0.114
H 0.2264 1.0916 3.6625 0.120
H 2.5752 1.0028 4.3799 0.134
H 4.4103 1.2377 2.7395 0.134
H 3.9048 1.5631 0.3505 0.132
H 2.2492 3.7538 -0.9536 0.126
H 0.5931 3.7397 -0.3250 0.106
H 0.9112 3.4169 -2.0654 0.105
H 3.2439 1.6920 -1.8288 0.116
H 1.8390 1.1494 -2.7248 0.104
H 2.5240 0.1241 -1.4196 0.101
C 2.6232 -4.7011 -0.1869 -0.063
C 1.4730 -5.2683 -1.0113 -0.400
C 1.6411 -5.0010 -2.5029 -0.055
C 0.1087 -4.8073 -0.5039 -0.045
N 0.0035 -3.3029 -0.4678 -0.027
C 0.4033 -2.4455 0.4771 -0.024
N 0.1636 -1.2295 0.0295 -0.020
N -0.3720 -1.4018 -1.1976 -0.144
N -0.4904 -2.6407 -1.5052 0.168
H 3.5614 -5.1654 -0.4865 0.100
H 2.5049 -4.8861 0.8848 0.091
H 2.7515 -3.6244 -0.3549 0.070
H 1.4382 -6.3479 -0.8390 0.157
H 1.5812 -3.9303 -2.7279 0.068
H 0.8824 -5.5114 -3.0966 0.094
H 2.6172 -5.3415 -2.8449 0.098
H -0.1096 -5.1380 0.5103 0.145
H -0.7025 -5.1153 -1.1599 0.142
H 0.8359 -2.7289 1.4241 0.171



[6]
16
Properties=species:S:1:pos:R:3:lowdin_charge:R:1 method="wB97M-V/def2-TZVPD" homo_ev=-9.65 relative_energy_kj_mol=80.20 orbital_gap_ev=10.805 smiles=C[C@H]1CCCO1 charge=0
C 1.8864 0.1325 0.4991 -0.051
C 0.6337 0.5835 -0.2262 -0.375
C -0.1178 -0.5110 -1.0331 -0.143
C -1.5332 -0.2184 -0.5488 -0.169
C -1.2528 -0.0178 0.9275 -0.206
O -0.2961 1.0404 0.7954 -0.143
H 2.3661 0.9950 0.9737 0.081
H 2.6028 -0.3615 -0.1661 0.082
H 1.5992 -0.5676 1.2913 0.080
H 0.8680 1.4233 -0.8976 0.143
H 0.0010 -0.4126 -2.1168 0.111
H 0.2255 -1.5156 -0.7442 0.114
H -2.3765 -0.8074 -0.9153 0.115
H -1.6992 0.8340 -0.7787 0.117
H -0.7743 -0.8736 1.4289 0.118
H -2.1328 0.2767 1.5107 0.124



In the order shown, the computed DFT total energy values come out to -11324.653, -27975.121, -79219.314, -8607.266, -33974.681, -7393.934 eV.